{"formula": "C5H11NOS", "method": "ωB97M-V/def2-TZVPD", "largest_force_ev_per_a": 7.271, "energy_ev": -19732.4598, "de_lowest_kcal_mol": 106.9, "e_homo_ev": -8.3061, "orbital_gap_ev": 9.126, "smiles": "CO/C=C(\\CN)CS", "species": ["C", "O", "C", "C", "C", "N", "C", "S", "H", "H", "H", "H", "H", "H", "H", "H", "H", "H", "H"], "xyz": [[-3.1114, -0.7436, -0.3311], [-2.0231, 0.1197, -0.0450], [-0.8370, -0.4995, 0.2329], [0.4541, -0.0962, -0.0358], [0.6065, 1.2778, -0.5136], [1.8137, 1.7952, 0.1935], [1.3965, -0.9545, 0.5925], [2.8487, -1.1708, -0.4351], [-3.4753, -1.4150, 0.4423], [-3.9544, -0.0249, -0.6060], [-2.7079, -1.4227, -1.2163], [-1.0368, -1.4797, 0.6219], [0.9936, 1.0621, -1.4984], [-0.3819, 1.8848, -0.5471], [1.6190, 2.8829, -0.0226], [1.6983, 1.7641, 1.3042], [0.9217, -2.0378, 0.6494], [1.7016, -0.8877, 1.8228], [3.4740, -0.0544, -0.6084]], "atomic_forces_ev_per_a": [[0.2, 0.0, -2.8], [0.6, 0.8, 0.5], [0.6, -0.4, -1.0], [-6.9, 0.2, 2.2], [1.0, -0.4, 0.0], [-1.8, 4.7, 1.8], [2.1, -3.1, 3.6], [0.4, -2.9, -0.5], [0.4, 0.1, 0.6], [1.1, -1.3, 0.0], [-1.5, 1.3, 1.4], [0.3, -0.6, 0.3], [-0.2, 0.9, -1.0], [1.8, -1.0, 0.3], [1.5, -2.8, 1.0], [-0.1, 0.0, -3.1], [1.2, 2.0, -0.4], [-0.8, 0.7, -3.3], [0.0, 1.7, 0.4]]}